Model a:
{
  "formula": "C5H6ClNO",
  "method": "ωB97M-V with the def2-TZVPD basis set",
  "symbols": ["C", "C", "C", "C", "C", "H", "H", "H", "H", "H", "H", "N", "O", "Cl"],
  "xyz": [[-0.7312, 0.5230, 1.4070], [-0.0907, -0.7547, 0.7076], [1.4718, 0.1413, -0.7291], [0.0470, -0.2788, -0.6254], [-0.6585, -0.1318, -1.7916], [-1.7225, 0.8686, 0.9135], [0.1182, 1.3198, 1.1646], [-0.8224, 0.2339, 2.4749], [-0.6846, -1.7113, 0.9265], [1.9745, 0.8873, -1.5038], [-0.0616, 0.3162, -2.5849], [2.1364, -0.0921, 0.3946], [1.2937, -0.8061, 1.1689], [-2.2701, -0.5154, -1.9229]],
  "e_lumo_ev": 0.362,
  "gap_ha": 0.3261,
  "charge": 0,
  "multiplicity": 1,
  "smiles": "C[C@@H]1ON=C/C1=C/Cl"
}

***

Model b:
{
  "formula": "C5H6ClNO",
  "method": "ωB97M-V with the def2-TZVPD basis set",
  "symbols": ["C", "C", "C", "C", "C", "N", "O", "Cl", "H", "H", "H", "H", "H", "H"],
  "xyz": [[-1.1125, 0.3911, -0.0844], [0.2029, 0.5303, -0.0940], [-1.5662, -1.1260, -0.1051], [0.7511, -0.8965, 0.0695], [1.0197, 1.6739, -0.0374], [-0.3701, -1.7799, -0.1954], [-2.7007, -1.5013, -0.1252], [-2.2905, 1.6189, -0.2302], [1.5368, -1.1465, -0.5348], [1.1749, -1.0293, 1.0016], [2.0682, 1.3910, -0.1327], [0.8649, 2.0664, 0.9629], [0.6973, 2.4942, -0.6982], [-0.2758, -2.6861, 0.2033]],
  "e_lumo_ev": 0.621,
  "gap_ha": 0.3679,
  "charge": 0,
  "multiplicity": 1,
  "smiles": "CC1=C(Cl)C(=O)NC1"
}

***

model b is preferred energetically. Next in line: 3.207 eV higher.

***

Model a:
{
  "formula": "C5H6ClNO",
  "method": "ωB97M-V with the def2-TZVPD basis set",
  "symbols": ["C", "C", "C", "C", "C", "N", "O", "Cl", "H", "H", "H", "H", "H", "H"],
  "xyz": [[-1.0970, 0.4441, -0.0675], [0.2334, 0.5011, -0.0934], [-1.5856, -1.0847, -0.0230], [0.7713, -0.8815, 0.0937], [1.1060, 1.6746, -0.0202], [-0.4382, -1.7744, -0.0448], [-2.7039, -1.4402, -0.1506], [-2.3620, 1.5730, -0.0843], [1.4097, -1.2053, -0.6509], [1.3558, -1.0370, 0.9004], [1.0823, 1.9875, 1.0358], [0.5954, 2.4315, -0.7634], [2.1103, 1.5468, -0.4489], [-0.4774, -2.7356, 0.3171]],
  "e_lumo_ev": 0.674,
  "gap_ha": 0.3710,
  "charge": 0,
  "multiplicity": 1,
  "smiles": "CC1=C(Cl)C(=O)NC1"
}

***

Model b:
{
  "formula": "C5H6ClNO",
  "method": "ωB97M-V with the def2-TZVPD basis set",
  "symbols": ["C", "C", "C", "C", "C", "H", "H", "H", "H", "H", "H", "N", "O", "Cl"],
  "xyz": [[-0.4072, -1.4510, -1.1306], [-0.2772, -0.7933, 0.3008], [1.0128, -0.0469, 0.4273], [-0.1773, 0.7292, 0.3655], [-0.2818, 1.7199, -0.6893], [0.1459, -2.2788, -1.1601], [-0.1057, -0.4532, -1.6878], [-1.4547, -1.4912, -1.1847], [-0.8682, -1.0429, 1.3558], [1.6416, 0.2011, -0.5310], [0.2374, 1.5245, 2.0895], [-0.8877, 2.5157, -1.4178], [-0.7272, 1.3445, 1.6041], [2.1492, -0.4776, 1.6583]],
  "e_lumo_ev": 0.461,
  "gap_ha": 0.4064,
  "charge": 0,
  "multiplicity": 1,
  "smiles": "C[C@H]1[C@H](Cl)[C@@]1(O)C#N"
}

***

model a is preferred energetically. Next in line: 3.778 eV higher.

***

Model a:
{
  "formula": "C3H13N2Si",
  "method": "ωB97M-V with the def2-TZVPD basis set",
  "symbols": ["C", "C", "C", "N", "N", "Si", "H", "H", "H", "H", "H", "H", "H", "H", "H", "H", "H", "H", "H"],
  "xyz": [[-1.8514, -0.9527, 0.6611], [-0.4036, 2.1329, -0.3740], [0.5182, -0.1585, 0.1974], [-0.8521, -0.8158, -0.4492], [0.7244, 1.1277, -0.5357], [1.8256, -1.6038, 0.1367], [-2.2500, 0.1269, 0.9306], [-2.6462, -1.5918, 0.4091], [-1.2303, -1.3102, 1.5318], [-1.3974, 1.7355, -0.5124], [-0.5428, 2.5445, 0.7386], [-0.1057, 3.0118, -1.0733], [0.1025, 0.2796, 1.1687], [-0.5662, -1.7112, -0.8006], [1.4952, 1.6780, -0.2355], [0.8164, 0.9305, -1.5873], [1.0845, -2.8640, 0.3304], [3.0613, -1.0601, 0.6856], [2.2175, -1.4992, -1.2219]],
  "e_lumo_ev": -3.262,
  "gap_ha": 0.3788,
  "charge": 1,
  "multiplicity": 1,
  "smiles": "CN[C@@H]([SiH3])[NH2+]C"
}

***

Model b:
{
  "formula": "C3H13N2Si",
  "method": "ωB97M-V with the def2-TZVPD basis set",
  "symbols": ["C", "C", "C", "N", "N", "Si", "H", "H", "H", "H", "H", "H", "H", "H", "H", "H", "H", "H", "H"],
  "xyz": [[0.7186, 0.7522, 1.1424], [0.9813, -1.3405, 0.2462], [1.5662, 0.7596, -1.1568], [-2.8829, 0.6604, -0.1671], [0.6948, 0.0469, -0.1532], [-1.8416, -0.6973, -0.1154], [1.5097, 0.4301, 1.7300], [0.7754, 1.7870, 1.0959], [-0.1495, 0.6110, 1.5946], [2.0913, -1.3990, 0.3669], [0.4620, -1.7123, 1.0805], [0.7932, -1.9643, -0.6587], [1.1350, 1.6685, -1.2941], [2.6259, 1.0552, -1.0004], [-3.1542, 1.1298, 0.7055], [-3.6841, 0.5958, -0.7569], [-1.0818, -0.8287, -1.3434], [-2.2088, -1.8256, 0.7188], [1.6494, 0.2713, -2.0349]],
  "e_lumo_ev": -5.548,
  "gap_ha": 0.2993,
  "charge": 1,
  "multiplicity": 1
}

***

model a is preferred energetically. Next in line: 0.155 eV higher.

***

Model a:
{
  "formula": "C23H31IN6O2RuSe",
  "method": "ωB97M-V with the def2-TZVPD basis set",
  "symbols": ["Ru", "C", "C", "O", "C", "C", "C", "N", "N", "C", "O", "C", "C", "C", "C", "C", "C", "H", "H", "H", "H", "H", "H", "H", "H", "H", "H", "H", "H", "C", "N", "C", "Se", "N", "C", "C", "C", "C", "C", "C", "H", "H", "H", "H", "H", "H", "H", "H", "I", "C", "H", "H", "N", "C", "C", "N", "H", "H", "H", "H", "H", "H", "H", "H", "H"],
  "xyz": [[-0.2025, -0.0163, 0.5885], [-4.3013, -0.1954, 1.8094], [-2.9819, -0.8883, 1.8357], [-2.5353, -1.3297, 0.6234], [-2.3003, -1.1562, 2.9626], [-0.9943, -1.7843, 2.9397], [-0.6915, -2.8893, 3.9030], [-0.1604, -1.4557, 2.0062], [0.9213, -2.3320, 1.8022], [1.2383, -2.3453, 0.5413], [0.6802, -1.6336, -0.3823], [2.5008, -3.0655, 0.1698], [2.9427, -3.0060, -1.1511], [4.2010, -3.4877, -1.4964], [5.0356, -4.0202, -0.5194], [4.5926, -4.0939, 0.7995], [3.3282, -3.6278, 1.1413], [-4.1976, 0.7787, 1.3257], [-4.6810, -0.0294, 2.8151], [-5.0146, -0.7899, 1.2367], [-2.7722, -0.9677, 3.9168], [-1.4234, -2.8999, 4.7072], [0.3137, -2.7932, 4.3101], [-0.7357, -3.8446, 3.3765], [2.2867, -2.5720, -1.8945], [4.5246, -3.4594, -2.5299], [6.0121, -4.4043, -0.7866], [5.2257, -4.5357, 1.5585], [2.9736, -3.6773, 2.1621], [-1.9504, 1.2431, -3.7627], [-2.0411, 2.3128, -2.7837], [-1.1896, 2.5359, -1.7669], [0.3132, 1.4763, -1.3791], [-1.5912, 3.6345, -1.1237], [-2.7719, 4.1054, -1.6780], [-3.5981, 5.1689, -1.3417], [-4.7096, 5.3637, -2.1391], [-4.9820, 4.5350, -3.2363], [-4.1573, 3.4770, -3.5690], [-3.0496, 3.2746, -2.7558], [-1.4316, 0.4001, -3.3151], [-1.4082, 1.5750, -4.6470], [-2.9581, 0.9439, -4.0411], [-1.2270, 3.8588, -0.1967], [-3.3835, 5.8064, -0.4954], [-5.3858, 6.1771, -1.9151], [-5.8591, 4.7308, -3.8375], [-4.3683, 2.8443, -4.4198], [-1.0428, 2.0096, 2.2317], [-1.9786, -0.3331, -0.2693], [-1.9384, -0.8428, -1.2316], [-2.6334, 0.5428, -0.3079], [5.2209, -0.5760, 0.2124], [4.4097, 0.5379, 0.8333], [2.9841, 0.0058, 0.8476], [1.9148, 0.8034, 1.4009], [6.2177, -0.3675, 0.1668], [4.8883, -0.7899, -0.7328], [5.0964, -1.4628, 0.7251], [4.5341, 1.4246, 0.2139], [4.8200, 0.7209, 1.8248], [2.9966, -0.9204, 1.4203], [2.7147, -0.2575, -0.1798], [1.8806, 1.7593, 1.0628], [1.8791, 0.8038, 2.4141]],
  "e_lumo_ev": [-2.944, -2.951],
  "gap_ha": [0.2518, 0.2498],
  "charge": 1,
  "multiplicity": 2,
  "s_squared": 0.7582
}

***

Model b:
{
  "formula": "C23H31IN6O2RuSe",
  "method": "ωB97M-V with the def2-TZVPD basis set",
  "symbols": ["Ru", "C", "C", "O", "C", "C", "C", "N", "N", "C", "O", "C", "C", "C", "C", "C", "C", "H", "H", "H", "H", "H", "H", "H", "H", "H", "H", "H", "H", "C", "N", "C", "Se", "N", "C", "C", "C", "C", "C", "C", "H", "H", "H", "H", "H", "H", "H", "H", "I", "C", "H", "H", "N", "C", "C", "N", "H", "H", "H", "H", "H", "H", "H", "H", "H"],
  "xyz": [[0.2897, -0.5167, 0.6319], [3.7180, -3.8321, 0.2063], [2.7490, -2.7732, -0.2131], [1.5248, -3.1237, 0.1678], [3.1711, -1.6813, -0.9028], [2.5205, -0.4889, -1.4039], [3.1804, 0.1664, -2.5843], [1.4379, 0.0190, -0.9046], [0.8847, 1.0789, -1.6586], [-0.3664, 1.2154, -1.3750], [-0.9854, 0.4772, -0.4840], [-1.1441, 2.3216, -1.9763], [-2.3921, 2.6449, -1.4537], [-3.0972, 3.7261, -1.9650], [-2.5617, 4.4840, -2.9957], [-1.3145, 4.1601, -3.5211], [-0.6059, 3.0837, -3.0134], [3.5301, -4.0793, 1.2511], [4.7471, -3.5036, 0.0927], [3.5594, -4.7356, -0.3845], [4.2220, -1.7186, -1.1540], [4.1558, -0.2764, -2.7635], [3.2760, 1.2412, -2.4389], [2.5641, 0.0278, -3.4738], [-2.7890, 2.0543, -0.6385], [-4.0700, 3.9727, -1.5600], [-3.1196, 5.3182, -3.4005], [-0.9051, 4.7362, -4.3411], [0.3585, 2.8117, -3.4217], [-3.4882, -1.4453, 0.4520], [-2.5113, -2.0112, 1.3600], [-1.6480, -1.2889, 2.1309], [-1.7825, 0.4957, 2.5903], [-0.9383, -2.1974, 2.8585], [-1.3395, -3.4825, 2.5639], [-0.8926, -4.7237, 2.9992], [-1.5270, -5.8320, 2.4724], [-2.5598, -5.7107, 1.5325], [-2.9894, -4.4766, 1.0826], [-2.3588, -3.3617, 1.6231], [-3.2926, -0.3805, 0.3725], [-4.4949, -1.6112, 0.8365], [-3.3847, -1.9105, -0.5279], [-0.1821, -1.9030, 3.4629], [-0.0894, -4.8126, 3.7173], [-1.2228, -6.8203, 2.7878], [-3.0259, -6.6082, 1.1499], [-3.7801, -4.3826, 0.3513], [2.1958, -0.7710, 2.5214], [0.3767, -2.3558, -0.1788], [-0.4416, -2.9780, 0.1821], [0.3125, -2.2801, -1.2706], [1.5723, 5.7211, 0.2159], [1.4851, 4.6068, 1.2460], [1.0247, 3.3404, 0.5324], [0.8740, 2.1967, 1.3825], [1.8645, 6.6097, 0.6238], [0.6632, 5.8582, -0.2332], [2.2366, 5.4741, -0.5206], [0.7779, 4.9434, 2.0020], [2.4753, 4.5134, 1.6885], [1.7178, 3.0978, -0.2815], [0.0597, 3.5425, 0.0538], [0.0763, 2.2291, 2.0048], [1.6986, 1.9048, 1.8937]],
  "e_lumo_ev": [-3.375, -3.375],
  "gap_ha": [0.2250, 0.2216],
  "charge": 1,
  "multiplicity": 2,
  "s_squared": 0.7560
}

***

model a is preferred energetically. Next in line: 0.924 eV higher.